1.
Formula: C35H35GeN3O11P2SiTc
Source: the Open Molecules 2025 dataset
Level of theory: wB97M-V/def2-TZVPD

The geometry in XYZ format:
```
89
Properties=species:S:1:pos:R:3
Tc -0.57512 -0.54257 0.61808
O -2.65042 5.08233 4.08138
C -1.49872 4.65773 4.20788
O -0.51692 5.08933 4.80288
C -1.35092 3.22813 3.55128
C -0.72132 2.25303 4.49888
C -0.87572 -0.11687 2.75448
N -1.57982 0.61683 1.91158
C -1.88812 1.83023 1.57248
C -1.95662 3.00543 2.36428
C -2.14732 1.87203 0.07018
O -2.69232 2.81523 -0.46842
O -1.75192 0.79063 -0.51572
H -0.10432 2.86793 5.16738
H -1.15542 -1.62047 4.15518
H -2.43422 3.84983 1.88098
O 2.57238 -3.31217 2.58418
P 1.31418 -2.97147 1.66798
O 0.13298 -3.78277 2.03178
O 1.17198 -1.47737 1.59668
O 1.90518 -3.45447 0.20988
P 0.96868 -3.76557 -1.04712
O -0.35272 -4.37407 -0.44362
O 1.63938 -4.53857 -2.07452
O 0.57178 -2.32497 -1.65552
H 3.34518 -2.82867 2.29098
H -0.36012 -4.26217 0.54118
C -2.82492 -2.35937 -1.16072
C -2.77572 -2.69957 0.28988
C -3.53822 -3.75437 0.76478
C -3.58452 -4.02777 2.12358
C -2.90382 -3.19047 2.98258
C -2.14212 -2.14917 2.45118
N -2.02682 -1.94667 1.11518
N -1.51362 -1.26417 3.28378
Si 0.39638 0.90663 3.71278
C 1.31008 -0.15167 5.01548
C -1.85702 1.64213 5.33728
C 1.60588 1.61323 2.42718
H -3.78232 -2.66407 -1.57422
H -2.03692 -2.88627 -1.69262
H -2.67802 -1.29047 -1.30192
H -4.09092 -4.35537 0.06238
H -4.17462 -4.85067 2.49618
H -2.94182 -3.33067 4.05178
H 0.70208 -0.38637 5.88448
H 2.18768 0.38173 5.36788
H 1.64528 -1.08427 4.57048
H -1.47002 1.01063 6.13488
H -2.52562 1.05283 4.71428
H -2.44362 2.44433 5.77878
H 2.35788 0.87653 2.15478
H 2.10838 2.50153 2.79998
H 1.08128 1.90333 1.51848
C 0.02298 -1.21287 -1.12272
Ge 0.39228 0.15703 -2.56522
C 0.28048 2.06743 -2.04872
C -0.64712 2.95593 -2.56732
C -0.64002 4.28303 -2.17742
C 0.27498 4.72763 -1.23852
C 1.18518 3.83983 -0.69052
C 1.19368 2.52093 -1.10542
C -0.01192 -0.15877 -4.49762
C 0.03808 0.88223 -5.41692
C 0.02338 0.62113 -6.77672
C -0.03532 -0.68507 -7.23162
C -0.09512 -1.72707 -6.32232
C -0.08482 -1.46447 -4.96382
C 2.36518 -0.15447 -2.56262
C 3.13078 -0.02717 -3.71292
C 4.50188 -0.19597 -3.68082
C 5.13068 -0.50697 -2.48852
C 4.37918 -0.65637 -1.33472
C 3.00898 -0.47987 -1.37422
H -1.38522 2.59703 -3.26922
H -1.36002 4.97063 -2.59462
H 0.27668 5.76253 -0.92832
H 1.89138 4.17543 0.05708
H 1.93368 1.83103 -0.71582
H 0.10808 1.90283 -5.06512
H 0.07718 1.43533 -7.48612
H -0.02112 -0.89197 -8.29232
H -0.12922 -2.74897 -6.67072
H -0.10222 -2.27537 -4.25022
H 2.63468 0.19503 -4.64732
H 5.07968 -0.09007 -4.58802
H 6.20178 -0.64547 -2.45822
H 4.86598 -0.91777 -0.40432
H 2.42128 -0.61447 -0.47162
```

Orbital gap, eV: 6.43
Multiplicity: 1
Energy above the lowest of the compared OMol25 structures with the same formula, charge and spin, kJ/mol: 303.2
Highest occupied orbital energy, hartree: -0.2001
LUMO, eV: 0.99
Total charge: -1



2.
Formula: C41H62N16OP
Source: the Open Molecules 2025 dataset
Level of theory: wB97M-V/def2-TZVPD

The geometry in XYZ format:
```
121
Properties=species:S:1:pos:R:3
C 0.42151 0.92495 -2.77261
C 0.21460 -0.39382 -2.10146
C 0.44650 -1.59482 -2.76231
C 0.25804 -2.79238 -2.07772
C -0.16630 -2.79958 -0.75665
C -0.41510 -1.59674 -0.09705
C -0.93013 -1.65638 1.33031
P -0.61056 -0.16438 2.30545
C 0.60812 -0.41877 3.61665
C 2.00733 -0.67837 3.04460
C 2.79758 0.57125 2.71907
N 2.18658 1.81487 2.81923
O 3.93431 0.46301 2.32122
C -0.21717 -0.41105 -0.78173
H -0.43996 1.57490 -2.70205
H 1.26542 1.43382 -2.30971
H 0.62612 0.80434 -3.83034
H 0.75560 -1.60476 -3.79540
H 0.43403 -3.73679 -2.57140
H -0.32308 -3.73522 -0.24757
H -0.51963 -2.52190 1.84568
H -2.01231 -1.78938 1.29999
H -0.30889 0.96935 1.54209
H -1.80647 0.12512 2.96986
H 0.25236 -1.26128 4.21775
H 0.58433 0.47126 4.24077
H 1.97056 -1.26551 2.12707
H 2.59261 -1.26041 3.74970
H 2.90344 2.51560 2.66381
H 1.77982 2.00602 3.72837
H -0.41404 0.54408 -0.31135
C 3.22917 3.52014 -0.50383
C 1.86066 3.24927 -0.08392
N 0.77934 3.01812 0.22835
H 3.75901 2.58017 -0.65611
H 3.22752 4.08312 -1.43615
H 3.75873 4.09841 0.25864
C -3.88210 -3.81100 -3.41872
C -2.91708 -4.63488 -2.70326
N -2.16166 -5.27480 -2.12423
H -4.50078 -3.26864 -2.70914
H -3.35986 -3.09966 -4.05615
H -4.52169 -4.43950 -4.03501
C -2.63587 4.43715 -2.76816
C -1.84045 3.66849 -3.71912
N -1.21283 3.06325 -4.46448
H -2.42348 4.09659 -1.75545
H -2.39954 5.49323 -2.84472
H -3.69401 4.29503 -2.97716
C 6.53195 -1.25636 1.49586
C 7.52701 -1.99445 2.26584
N 8.30681 -2.56958 2.87781
H 5.92212 -0.65237 2.16320
H 7.02715 -0.60569 0.77750
H 5.88888 -1.95198 0.96020
C -6.16383 -3.22932 0.28748
C -6.26869 -2.62614 -1.03573
N -6.35798 -2.16028 -2.08052
H -5.71898 -4.22236 0.20929
H -5.54541 -2.60137 0.92562
H -7.15403 -3.31585 0.72943
C -0.64385 -2.74103 7.61851
C -0.24317 -2.95444 6.23544
N 0.06249 -3.14994 5.14615
H 0.01781 -3.29555 8.28052
H -0.58863 -1.68148 7.86153
H -1.66429 -3.09344 7.75769
C 2.49941 5.22473 -4.78348
C 3.23077 5.61831 -3.58438
N 3.81394 5.94079 -2.64851
H 1.47445 4.95942 -4.52157
H 2.48279 6.04914 -5.49227
H 2.97730 4.37306 -5.24185
C 5.74517 3.42366 3.43052
C 5.69537 4.05800 2.11802
N 5.66250 4.56381 1.08931
H 5.67395 2.34121 3.31943
H 6.68367 3.66882 3.92308
H 4.92043 3.78319 4.04510
C -2.62445 -8.37829 -0.06426
C -3.64959 -7.41991 0.33456
N -4.45013 -6.66609 0.66119
H -1.83479 -8.40001 0.68328
H -3.05704 -9.37243 -0.16120
H -2.19610 -8.07623 -1.01759
C -0.40661 -5.83699 2.85509
C -0.01985 -6.08354 1.47266
N 0.30643 -6.26838 0.38964
H 0.23948 -6.39307 3.52996
H -0.31633 -4.77679 3.08306
H -1.44040 -6.14264 3.01451
C -4.91036 6.75612 -5.56915
C -4.19411 7.11916 -4.35275
N -3.62753 7.41062 -3.39982
H -5.93203 6.47270 -5.32468
H -4.92754 7.60360 -6.25097
H -4.41164 5.91877 -6.05383
C 4.99214 1.76502 -7.43881
C 4.54670 3.13705 -7.22707
N 4.20115 4.21782 -7.06201
H 4.75122 1.15967 -6.56729
H 4.49533 1.34779 -8.31213
H 6.06816 1.74858 -7.59841
C -0.62287 -8.19414 5.95363
C -1.43447 -7.03614 6.31876
N -2.07184 -6.12765 6.60445
H 0.23364 -8.27164 6.61990
H -1.21540 -9.10315 6.03049
H -0.26852 -8.08859 4.93135
C -0.04973 8.57197 -2.77835
C 0.30207 8.57883 -4.19188
N 0.58321 8.56961 -5.30311
H 0.66734 7.96940 -2.22261
H -0.04224 9.58591 -2.38431
H -1.04592 8.14742 -2.65689
C -4.37942 1.79176 3.63340
C -4.92941 0.94945 2.57756
N -5.36271 0.28574 1.74975
H -4.51246 1.30754 4.59915
H -3.31685 1.94582 3.45272
H -4.87189 2.76126 3.65715
```

Orbital gap, eV: 8.54
Multiplicity: 1
Highest occupied orbital energy, hartree: -0.4142
LUMO, eV: -2.73
Total charge: +1



3.
Formula: C3H3NOS
Source: the Open Molecules 2025 dataset
Level of theory: wB97M-V/def2-TZVPD

The geometry in XYZ format:
```
9
Properties=species:S:1:pos:R:3
C -0.30015 -0.89989 -0.79261
C 0.82819 2.10691 -0.26463
C -0.62024 -1.41563 0.35239
N -1.01912 -1.58622 1.42999
O 1.88167 2.59897 -0.06588
S 1.00813 0.27193 -0.84733
H -0.58614 -1.37398 -1.82925
H -0.01830 2.67517 0.02797
H -1.17404 -2.37727 1.98934
```

Orbital gap, eV: 8.86
Multiplicity: 1
SMILES: N=C=CSC=O
Energy above the lowest of the compared OMol25 structures with the same formula, charge and spin, kJ/mol: 259.9
Highest occupied orbital energy, hartree: -0.3113
LUMO, eV: 0.39



4.
Formula: C4H5NO2
Source: the Open Molecules 2025 dataset
Level of theory: wB97M-V/def2-TZVPD

The geometry in XYZ format:
```
12
Properties=species:S:1:pos:R:3
O -0.64043 1.80100 2.01459
C -0.38168 1.04861 1.18861
C 0.49577 -0.42538 1.00933
C -0.32309 -1.35400 0.21604
N 0.89415 -0.70598 -0.23329
C 0.18764 0.76877 -1.59039
O -0.57898 0.29944 -2.39097
H -0.22425 1.12638 -0.55148
H 1.07340 -0.44333 1.93043
H -1.26566 -0.96191 -0.19254
H -0.30296 -2.42863 0.38902
H 1.17327 1.20037 -1.84874
```

Orbital gap (spin up / spin down), eV: 8.54 / 8.53
Multiplicity: 1
Energy above the lowest of the compared OMol25 structures with the same formula, charge and spin, kJ/mol: 520.1
Highest occupied orbital energy (spin up / spin down), hartree: -0.3467 / -0.3467
LUMO (spin up / spin down), eV: -0.90 / -0.90



5.
Formula: CH14NO4
Source: the Open Molecules 2025 dataset
Level of theory: wB97M-V/def2-TZVPD

The geometry in XYZ format:
```
20
Properties=species:S:1:pos:R:3
C -1.32190 0.82083 -0.56655
N -0.46421 -0.35744 -0.13272
H -2.34154 0.49729 -0.79498
H -1.22564 1.52561 0.25338
H -0.83425 1.17054 -1.47435
H 0.24471 -0.59025 -0.87341
H -0.94393 -1.13386 0.33096
H 0.07478 -0.13375 0.71629
H -1.94900 -1.22397 -3.92925
H -0.98771 -2.04512 -3.16623
O -1.68996 -1.38229 -3.00568
H 2.31738 2.26332 2.67974
H 1.78315 2.15666 4.18594
O 1.66201 1.88928 3.27447
H 0.75289 0.66371 3.00291
H 0.00684 -0.49419 3.62877
O 0.03862 -0.05263 2.74339
H 2.08504 -1.68518 -1.87461
H 1.52951 -0.62424 -2.83752
O 1.26321 -1.26431 -2.16054
```

Orbital gap (spin up / spin down), eV: 9.32 / 1.82
Multiplicity: 2
Energy above the lowest of the compared OMol25 structures with the same formula, charge and spin, kJ/mol: 45.5
Highest occupied orbital energy (spin up / spin down), hartree: -0.6319 / -0.6319
LUMO (spin up / spin down), eV: -7.87 / -15.38
Expectation value of S²: 0.75
Total charge: +2